## i
Below is an isolated molecule of C11H17NO3, with properties calculated with ωB97M-V with the def2-TZVPD basis set.

Each line ends with the Löwdin charge.
Cartesian coordinates (Å):
H 2.47 0.42 -1.43  0.1546
H -1.31 -0.27 1.17  0.1149
C -1.50 -1.13 0.55  0.0550
H -3.97 -3.38 2.76  0.0949
H 1.74 2.79 0.38  0.1282
C -0.75 -1.42 -0.58  -0.2609
H -3.67 -3.75 0.45  0.0979
H 0.98 2.69 -2.04  0.0985
H 0.95 0.27 0.69  0.1370
H -4.66 -1.87 3.41  0.0917
H 3.90 2.56 -1.56  0.1151
O -3.22 -1.58 2.06  -0.0844
C -2.56 -1.96 0.93  -0.2739
C -2.10 -3.37 -0.95  -0.0812
C -1.06 -2.55 -1.33  -0.0187
H 3.06 1.61 0.60  0.1255
H 4.74 4.59 -0.73  0.0763
N 3.32 3.09 -0.92  -0.1325
H -0.24 1.18 -0.29  0.1408
O 1.33 1.82 -2.26  -0.0120
C -4.29 -2.36 2.51  -0.0934
H -5.10 -2.41 1.77  0.0949
H -0.47 -2.77 -2.21  0.1146
O 0.29 -0.67 -1.03  -0.0240
C 0.63 0.51 -0.34  -0.1604
C 4.13 3.95 -0.09  -0.1420
C -2.86 -3.09 0.18  -0.0417
C 1.78 1.19 -1.09  -0.3616
C 2.49 2.18 -0.16  -0.2135
H 3.48 4.58 0.52  0.0780
H 4.80 3.40 0.59  0.0765
H -2.34 -4.25 -1.54  0.1057

## Properties
structure (SMILES) = CNC[C@H](O)COc1cccc(OC)c1
net charge = 0

***

## ii
Below is an isolated molecule of C11H17NO3, with properties calculated with ωB97M-V with the def2-TZVPD basis set.

Each line ends with the Löwdin charge.
Cartesian coordinates (Å):
H -0.35 1.19 -5.48  0.0785
C -1.60 1.23 1.88  -0.0783
O -0.08 -0.17 4.83  -0.0808
N 0.78 1.16 -3.67  -0.1324
H 0.88 -1.14 6.29  0.0922
H -1.21 -1.31 -1.24  0.1285
H 2.54 -0.19 -2.29  0.0906
H 1.58 0.67 -4.06  0.1029
C -0.35 -0.69 1.18  -0.2597
C -0.05 0.20 -2.97  -0.2037
H -2.24 2.07 1.63  0.1062
C 0.76 -1.24 5.21  -0.0903
H 0.67 -1.74 2.71  0.1156
C 0.68 -0.35 -1.74  -0.3555
H -0.35 -0.65 -3.62  0.1319
O 0.13 -1.61 0.30  -0.0262
C -0.14 -1.47 -1.07  -0.1473
H 0.78 2.53 -5.22  0.0763
H 0.30 -2.21 4.99  0.0958
C -0.40 -0.05 3.51  -0.2753
H -1.49 0.57 -0.15  0.0967
C -1.23 1.03 3.19  -0.0216
H 1.74 -1.18 4.73  0.0959
C 0.08 1.86 -4.73  -0.1416
O 1.93 -0.91 -2.09  -0.0175
C -1.17 0.38 0.87  -0.0361
H -0.72 2.45 -4.29  0.0772
H -0.96 0.72 -2.64  0.1192
H -1.56 1.69 3.97  0.1134
C 0.03 -0.90 2.51  0.0562
H 0.16 -2.42 -1.52  0.1406
H 0.83 0.47 -1.02  0.1487

## Properties
structure (SMILES) = CNC[C@H](O)COc1cccc(OC)c1
net charge = 0

***

Tell me which of them is the least stable. Sure, it is i.

***

## i
Below is an isolated molecule of CHClN2O2S, with properties calculated with ωB97M-V with the def2-TZVPD basis set.

Each line ends with the Löwdin charge.
Cartesian coordinates (Å):
C -1.11 0.22 2.59  -0.2467
H 0.35 -0.07 -0.42  0.0822
S 0.00 0.90 1.33  0.5534
O 1.34 0.38 1.49  -0.2762
N -0.58 0.01 0.04  -0.6201
Cl -1.77 0.79 -0.86  0.6525
N -1.76 -0.26 3.40  0.1452
O -0.17 2.34 1.32  -0.2902

## Properties
structure (SMILES) = N#CS(=O)(=O)NCl
net charge = 0

***

## ii
Below is a structure of composition CHClN2O2S, with properties calculated with ωB97M-V with the def2-TZVPD basis set.

Each line ends with the Löwdin charge.
Cartesian coordinates (Å):
C 1.43 0.60 -0.51  -0.2431
O 0.47 -1.67 0.74  -0.2849
H -1.05 0.91 -0.56  0.1079
O 0.10 0.54 1.79  -0.2903
N 1.99 1.29 -1.22  0.1333
Cl -2.23 -1.22 -0.22  0.6442
S 0.22 -0.30 0.59  0.5243
N -0.93 -0.15 -0.61  -0.5914

## Properties
net charge = 0

***

Tell me which of them is the least stable. Sure, it is ii.

***

## i
Below is a structure of composition C25H18F3MoN4O4STe, with properties calculated with ωB97M-V with the def2-TZVPD basis set.

Each line ends with the Löwdin charge.
Cartesian coordinates (Å):
C 4.41 1.16 -1.00  -0.5648
O -7.66 -0.89 -1.30  0.1456
C -4.34 0.41 -1.70  -0.0008
H -2.23 0.66 -1.92  0.0435
C 3.14 -3.10 0.16  -0.0353
N -1.28 -1.18 -0.34  -0.0574
H -5.84 -1.97 0.16  0.1324
C -1.81 2.09 3.11  0.0318
C -1.03 0.98 3.44  -0.0264
S -0.74 2.48 -0.79  0.5767
H 0.32 -4.37 1.52  0.1272
C -3.72 -1.69 -0.01  0.0012
H -6.39 1.81 -1.56  0.0991
H 0.32 -0.47 2.64  0.1171
H -1.04 0.57 4.44  0.1186
O 0.61 -0.30 -2.66  -0.2728
H 4.19 -3.31 -0.01  0.1189
H 3.95 0.39 0.97  0.0991
H 7.48 1.28 -2.40  0.1174
H -3.53 -2.52 0.66  0.1043
C -0.94 2.02 0.88  -0.6490
F -3.56 3.44 0.54  0.1489
C -3.02 0.09 -1.44  -0.0482
F -3.38 4.16 2.57  0.1448
C 4.72 0.58 0.23  -0.1586
C 7.03 0.50 -0.44  -0.0504
H -2.45 2.55 3.85  0.1343
H 2.73 -4.90 1.29  0.1202
C -6.82 -0.04 -1.35  -0.4736
H 5.15 1.91 -2.89  0.1048
C 2.32 -3.99 0.88  -0.0384
C -1.79 2.61 1.83  -0.1012
Mo 0.31 0.17 -0.71  1.1115
F -1.99 4.82 1.05  0.1528
C 0.48 -2.52 0.44  -0.2684
Te 2.47 1.79 -1.42  1.5226
H -4.56 1.22 -2.38  0.1291
H 6.30 -0.18 1.46  0.1152
N 1.41 -0.04 -3.55  -0.0891
C -0.28 0.41 2.46  -0.1089
C -2.69 -0.94 -0.59  -0.2234
O -7.16 1.23 -1.66  0.1302
H -1.60 -2.92 0.79  0.1180
C -5.04 -1.38 -0.28  0.0105
C 5.39 1.44 -1.94  -0.1274
C 6.70 1.08 -1.67  -0.0542
H 8.06 0.25 -0.23  0.1164
C -5.36 -0.31 -1.11  -0.1252
N 1.30 -1.61 -0.17  -0.0699
N -0.24 0.92 1.21  -0.1469
C 2.61 -1.94 -0.34  -0.1197
O 2.42 0.68 -3.20  -0.3913
C 0.99 -3.70 1.01  -0.0064
C -0.90 -2.24 0.35  -0.0892
C -2.69 3.77 1.49  -0.6134
C 6.04 0.26 0.51  -0.0621
H 3.23 -1.24 -0.88  0.0802

## Properties
spin multiplicity = 3
net charge = +1

***

## ii
Below is a structure of composition C25H18F3MoN4O4STe, with properties calculated with ωB97M-V with the def2-TZVPD basis set.

Each line ends with the Löwdin charge.
Cartesian coordinates (Å):
Te 2.54 -0.86 -0.58  1.1243
C 1.26 1.42 3.06  -0.0086
H -4.12 -4.06 1.85  0.1278
H 4.28 -0.68 4.25  0.1323
C 1.59 2.51 -1.39  -0.1343
F -1.31 6.17 0.16  0.1594
C 2.23 2.00 3.85  0.0137
H 2.34 1.85 -1.81  0.0827
H 6.91 2.18 2.17  0.1164
H 4.76 3.33 1.75  0.1194
Mo -0.04 -0.09 -0.20  1.2208
C -1.46 -2.00 1.71  -0.2293
H 2.90 2.15 0.70  0.0756
C 3.34 1.26 4.25  -0.1271
H -0.22 -1.69 3.51  0.1599
H 7.15 -0.21 1.53  0.1132
C 1.60 3.87 -1.61  -0.0082
N -0.51 -1.06 -2.60  -0.1171
H 0.61 5.72 -1.15  0.1368
C -0.37 4.05 -0.25  -0.0952
H 0.39 1.99 2.74  0.0856
C 6.08 1.64 1.71  -0.0875
H 2.37 4.32 -2.22  0.1231
H -4.34 -3.18 -0.48  0.1264
C -3.53 -2.87 0.17  0.0002
C 4.39 1.97 5.07  -0.4775
C -1.47 4.86 0.40  -0.6079
H 2.53 -1.72 2.86  0.1232
O -0.78 0.10 -2.20  -0.2240
C 3.97 0.29 0.49  -0.6089
C -0.35 2.67 -0.10  -0.6334
C -2.59 -1.97 -0.31  -0.0772
O 5.64 1.49 4.97  0.1226
C 3.44 -0.08 3.91  0.0019
F -2.68 4.51 -0.06  0.1513
N 0.36 -0.53 1.91  -0.1000
O 4.13 2.91 5.76  0.1474
H 2.16 3.03 4.16  0.1348
N 0.65 1.94 -0.63  -0.1502
C 6.22 0.31 1.35  -0.0765
H 5.29 -1.41 0.47  0.0899
C -2.35 -2.91 2.24  0.0258
O 0.08 -1.68 -1.68  -0.3853
C -0.37 -1.41 2.47  -0.0353
C 4.88 2.30 1.46  -0.0710
F -1.47 4.68 1.73  0.1416
C -3.41 -3.36 1.46  -0.0048
H -2.66 -1.57 -1.31  0.1161
C 0.62 4.65 -1.01  0.0469
C 5.17 -0.37 0.75  -0.1690
N -1.57 -1.55 0.44  -0.0382
S -1.49 1.63 0.71  0.7127
C 3.83 1.63 0.86  -0.1491
H 5.72 0.89 4.22  0.0812
H -2.22 -3.25 3.26  0.1315
C 1.38 0.08 2.71  -0.2966
C 2.45 -0.68 3.15  -0.0322

## Properties
spin multiplicity = 3
net charge = +1

***

Tell me which of them is the least stable. Sure, it is i.

***

## i
Below is a cluster of 2 separate species, C5H12NO3 in total, with properties calculated with ωB97M-V with the def2-TZVPD basis set.

Each line ends with the Löwdin charge.
Cartesian coordinates (Å):
C 0.22 -1.61 -1.26  -0.1898
H -1.80 2.60 -0.24  -0.0547
C 0.80 -0.34 -0.52  -0.2309
C 1.09 1.00 1.55  -0.5950
H 1.78 0.05 -1.05  0.1277
N 0.02 1.74 1.38  0.0268
O -1.16 2.75 -0.85  -0.1108
H -1.30 -2.10 0.21  0.0662
H 2.33 -0.81 1.00  0.0948
H -1.52 0.21 0.08  0.0757
O 2.25 1.14 2.09  -0.1510
H 0.38 -1.43 -2.32  0.0843
O -1.84 -0.37 -0.69  -0.1881
H -0.36 2.58 -0.25  0.0223
H -0.28 2.25 2.14  -0.0093
H 0.07 0.53 -0.76  0.0821
C 1.23 -0.56 1.01  -0.1182
C -1.30 -1.73 -0.75  -0.2228
H -1.94 -2.12 -1.65  0.1366
H 0.61 -2.57 -0.82  0.0997
H 0.72 -1.19 1.67  0.0543

## Properties
net charge = -1

***

## ii
Below is a cluster of 2 separate species, C5H12NO3 in total, with properties calculated with ωB97M-V with the def2-TZVPD basis set.

Each line ends with the Löwdin charge.
Cartesian coordinates (Å):
H -0.30 0.90 0.82  0.0414
H 1.32 1.59 -1.05  0.1037
H 1.27 -1.52 -1.35  0.1228
C 1.33 0.61 -0.53  -0.1906
O -1.52 1.97 -1.43  -0.0006
N -1.50 -1.07 0.43  0.1143
H 0.84 -0.54 2.66  0.0810
C 0.61 -0.81 1.70  -0.0593
O -1.50 -1.09 2.57  -0.0254
H 2.35 0.15 -0.31  0.1041
H -2.35 1.57 -1.62  0.0344
H -2.49 -0.73 0.49  0.1333
H -0.34 -0.42 -1.41  0.0219
H -0.74 1.55 -1.32  -0.0727
C -0.77 -1.15 1.57  -0.5738
C 0.74 -0.40 -1.62  -0.5716
H -0.99 -1.10 -0.51  0.0685
O 0.94 -0.01 -2.87  -0.3341
C 0.67 0.63 0.87  -0.1453
H 1.33 -1.43 1.37  0.0728
H 1.10 1.31 1.53  0.0748

## Properties
net charge = -1

***

Tell me which of them is the least stable. Sure, it is ii.

***

## i
Below is an isolated molecule of C2H6Se, with properties calculated with ωB97M-V with the def2-TZVPD basis set.

Each line ends with the Löwdin charge.
Cartesian coordinates (Å):
H 1.77 0.15 0.32  0.0688
H -1.73 -0.94 -1.09  -0.1934
C 0.85 -0.44 0.23  -0.1646
H -0.10 1.26 0.94  0.0270
Se -2.08 -0.06 -0.02  0.7480
H 0.92 -1.02 -0.63  0.0271
H 0.05 1.39 -0.85  0.0983
C -0.31 0.70 0.05  -0.6456
H 0.61 -1.03 1.06  0.0344

## Properties
structure (SMILES) = CC[SeH]
net charge = 0

***

## ii
Below is a cluster of 2 separate species, C2H6Se in total, with properties calculated with ωB97M-V with the def2-TZVPD basis set.

Each line ends with the Löwdin charge.
Cartesian coordinates (Å):
H 0.94 -0.19 1.45  0.0258
C 0.62 -1.05 0.81  -0.4031
H -0.43 1.56 0.02  -0.0303
H -0.47 1.68 -1.79  -0.0059
C -0.54 1.04 -0.92  -0.5403
H 1.19 -1.94 0.87  0.0077
H -0.40 -1.25 0.95  -0.0097
Se 0.89 -0.13 -0.89  0.7894
H -1.80 0.26 -0.52  0.1664

## Properties
net charge = 0

***

Tell me which of them is the least stable. Sure, it is ii.

***

## i
Below is a cluster of 2 separate species, C6H15NO in total, with properties calculated with ωB97M-V with the def2-TZVPD basis set.

Each line ends with the Löwdin charge.
Cartesian coordinates (Å):
H 1.86 -1.47 -1.34  0.0906
H -0.96 -0.02 0.57  0.0516
O -2.77 -0.84 -0.77  -0.4257
H 2.12 -1.32 1.13  0.0895
C -0.51 1.93 -0.13  -0.2072
C 1.07 -1.21 -0.63  -0.3629
C -0.48 0.89 0.96  -0.2551
H 1.55 1.27 1.70  0.0988
H -2.43 -0.76 -1.67  -0.0758
C 0.52 2.35 -0.85  -0.0359
H 0.44 3.20 -1.53  0.0352
H 0.81 0.00 2.44  0.0921
C 0.88 0.43 1.43  -0.2413
H 0.47 -2.90 0.44  0.0500
H -3.36 -1.62 -0.77  -0.0611
H 2.60 0.10 0.16  0.0858
C 1.76 -0.47 0.55  -0.2075
H -1.00 1.31 1.82  0.1017
H 0.55 -0.52 -1.30  0.0806
N 0.18 -2.30 -0.33  -0.0266
H 1.57 2.08 -0.79  0.0453
H -1.54 2.19 -0.39  0.0728
H -0.78 -2.01 -0.14  0.0051

## Properties
spin multiplicity = 2
net charge = -1

***

## ii
Below is a cluster of 2 separate species, C6H15NO in total, with properties calculated with ωB97M-V with the def2-TZVPD basis set.

Each line ends with the Löwdin charge.
Cartesian coordinates (Å):
C -0.14 -1.48 -2.62  -0.1153
C 1.34 0.49 -2.15  -0.1092
H 1.56 1.29 -1.43  0.0611
H -0.77 0.93 -0.63  0.0614
H -1.17 -0.65 1.48  0.0773
N 0.73 -1.40 1.86  -0.0540
H 0.99 1.15 2.66  0.0625
H 1.05 0.95 -3.09  0.0712
H -1.97 1.58 1.80  0.0590
H -0.71 2.82 1.58  0.0518
C 0.23 -0.40 -1.63  -0.5259
C 0.01 0.89 2.26  -0.2933
H 0.56 -0.87 -0.70  0.1009
H 0.70 -2.16 -2.78  0.0654
H -0.44 -1.05 -3.57  0.0722
H -0.97 -2.08 -2.24  0.0624
C -0.21 -0.37 1.89  -0.4481
H 2.25 -0.08 -2.31  0.0655
H -1.25 2.37 3.20  0.0461
H 0.32 -2.30 2.09  -0.0391
C -1.03 1.97 2.20  -0.1888
H 1.52 -1.24 2.48  -0.0080
O -0.96 0.35 -1.37  -0.0752

## Properties
spin multiplicity = 2
net charge = -1

***

Tell me which of them is the least stable. Sure, it is i.

***

## i
Below is a cluster of 4 separate species, C8H12N4 in total, with properties calculated with ωB97M-V with the def2-TZVPD basis set.

Each line ends with the Löwdin charge.
Cartesian coordinates (Å):
H 25.93 5.30 5.54  0.0808
H 32.81 -3.76 7.66  0.0774
H 34.40 5.07 1.07  0.0810
C 27.34 4.04 4.66  -0.2916
C 31.10 -4.41 8.78  -0.2791
C 32.78 6.54 1.03  -0.2804
N 31.70 6.89 0.84  0.1208
H 31.23 -3.18 7.10  0.0799
C 34.17 6.13 1.17  -0.0816
C 31.77 -4.04 7.50  -0.0671
C 23.70 -0.69 -0.80  -0.2754
N 30.58 -4.67 9.79  0.1113
H 23.04 -0.35 1.11  0.0768
H 24.82 -0.82 0.96  0.0779
N 27.94 3.06 4.73  0.1198
N 23.52 -1.07 -1.89  0.1104
H 34.46 6.39 2.20  0.0782
C 26.50 5.23 4.61  -0.0718
C 23.99 -0.22 0.59  -0.0664
H 34.84 6.68 0.50  0.0820
H 25.78 5.08 3.80  0.0803
H 24.33 0.82 0.59  0.0766
H 31.71 -4.98 6.96  0.0776
H 27.10 6.13 4.47  0.0824

## Properties
structure (SMILES) = CC#N.CC#N.CC#N.CC#N
net charge = 0

***

## ii
Below is a cluster of 2 separate species, C8H12N4 in total, with properties calculated with ωB97M-V with the def2-TZVPD basis set.

Each line ends with the Löwdin charge.
Cartesian coordinates (Å):
C -1.33 -3.01 2.01  -0.0555
C -1.51 -1.83 1.14  -0.3444
H 0.20 2.84 -2.87  0.1283
H -2.91 -0.57 2.27  0.0336
N -2.35 0.17 0.40  0.0115
H -2.24 -0.44 -1.72  0.1304
H -2.93 1.01 0.20  0.1590
C 0.73 2.50 -1.93  -0.1709
C -2.34 -0.67 1.51  -0.0300
N 0.19 2.12 -0.74  0.0380
H 0.93 0.66 0.76  0.1035
N -1.29 -1.77 -0.20  0.0771
C 3.63 0.73 -0.85  -0.0520
H -2.03 -3.78 1.80  0.0722
H -1.33 -2.86 3.00  0.0263
C -1.85 -0.55 -0.66  -0.1757
H 3.74 0.40 -1.89  0.0779
H -0.23 -3.33 1.88  0.1170
C 2.30 1.41 -0.91  -0.4105
H 4.62 1.24 -0.65  0.0914
C 1.17 1.24 -0.13  -0.0364
N 2.08 2.35 -1.86  0.0684
H -0.75 2.16 -0.46  0.0862
H 3.52 -0.02 -0.10  0.0547

## Properties
structure (SMILES) = Cc1c[nH]cn1.Cc1c[nH]cn1
net charge = 0

***

Tell me which of them is the least stable. Sure, it is ii.

***

## i
Below is the ion C5H13N2S with charge -1, with properties calculated with ωB97M-V with the def2-TZVPD basis set.

Each line ends with the Löwdin charge.
Cartesian coordinates (Å):
S 2.92 1.72 1.75  0.0313
H 1.89 2.19 -1.25  0.0895
C 2.67 0.73 0.19  -0.7399
C -0.67 -0.69 -0.28  -0.2017
H -2.43 -1.84 -0.77  0.0883
H -0.43 -1.03 -1.29  0.0975
H 0.32 1.37 1.00  0.0636
C 1.58 1.26 -0.72  -0.3282
H 1.43 0.61 -1.61  0.0863
H -2.72 -0.56 0.51  0.0970
H -0.01 2.65 -0.20  0.1059
H -1.01 0.89 -1.49  0.0853
H -1.82 -3.24 0.91  0.0458
N -2.06 -2.31 1.23  -0.0373
H 2.37 -0.26 0.55  0.0166
N -0.94 0.78 -0.48  -0.1016
H -3.01 -2.34 1.58  0.0409
H 3.68 0.71 -0.19  0.0056
C -2.04 -1.31 0.12  -0.2666
C 0.22 1.58 -0.07  -0.2891
H 0.06 -0.92 0.49  0.1108

## Properties
structure (SMILES) = NCCNCCC[S-]
net charge = -1

***

## ii
Below is the ion C5H13N2S with charge -1, with properties calculated with ωB97M-V with the def2-TZVPD basis set.

Each line ends with the Löwdin charge.
Cartesian coordinates (Å):
H 3.30 -0.39 -1.34  0.0359
H -2.94 -1.10 0.86  0.0568
H 3.34 1.31 0.38  0.0870
C 1.05 1.26 0.58  -0.2385
C -2.02 -1.11 -1.07  -0.7319
S -3.40 0.09 -1.42  0.0757
N 0.20 0.04 0.70  -0.1367
H 0.31 -0.56 -0.16  0.0735
N 2.46 0.11 -1.20  0.0015
C 2.44 0.69 0.22  -0.2604
H 1.02 1.74 1.57  0.1070
H -1.03 -0.98 -1.68  0.0574
C -1.22 0.42 0.81  -0.2806
C -1.90 -1.01 0.50  -0.3416
H 1.65 -0.41 -1.30  -0.0022
H -1.44 0.73 1.91  0.1139
H -1.30 -1.78 1.03  0.0815
H 0.71 1.99 -0.21  0.1185
H 2.66 -0.18 0.91  0.1007
H -1.50 1.27 0.11  0.0681
H -2.38 -2.13 -1.22  0.0144

## Properties
structure (SMILES) = NCCNCCC[S-]
net charge = -1

***

Tell me which of them is the least stable. Sure, it is ii.